# 1
Entry from the Open Molecules 2025 dataset: a 2-piece molecular cluster, C6H6NO3S overall (wB97M-V/def2-TZVPD).

Properties
**E_tot**: -910.77267 Ha
**Kohn-Sham gap (alpha / beta)**: 3.569 / 8.107 eV
**<S²>**: 2.0073
**ΔE to the lowest compared entry with this formula, charge and spin**: 0.0000 eV

Structure (ORCA input):
```
! RIJCOSX wB97M-V def2-TZVPD def2/J DEFGRID3
* xyz -1 3
C -0.177 0.734 -1.539
C 1.210 -1.846 0.949
C 2.981 0.659 0.017
C -0.971 1.305 -0.296
C 1.625 0.639 -0.238
C 2.393 -1.880 1.505
N 1.064 0.485 -1.463
O 3.487 0.868 1.178
O 0.065 -1.873 0.664
O 3.839 0.483 -1.032
S 0.265 1.120 1.002
H -0.629 0.803 -2.610
H -1.237 2.300 -0.607
H -1.838 0.546 -0.042
H 4.613 0.390 -0.498
H 2.727 -2.800 1.793
H 3.009 -1.000 1.664
*
```


# 2
Entry from the Open Molecules 2025 dataset: a 2-piece molecular cluster, C14H16 overall (wB97M-V/def2-TZVPD).

Properties
**E_tot**: -543.03389 Ha
**Kohn-Sham gap**: 9.926 eV
**ΔE to the lowest compared entry with this formula, charge and spin**: 1.0606 eV

Structure (ORCA input):
```
! RIJCOSX wB97M-V def2-TZVPD def2/J DEFGRID3
* xyz 0 1
C 1.446 1.808 2.398
C -0.651 -1.232 1.600
C -0.162 0.071 1.575
C -0.220 -2.117 2.572
C 0.894 0.396 2.416
C 0.815 -1.771 3.436
C 1.405 -0.514 3.332
H -1.476 -1.582 1.000
H -0.561 0.791 0.892
H -0.736 -3.037 2.813
H 1.069 -2.439 4.243
H 1.951 1.983 1.439
H 2.301 1.893 3.072
H 2.267 -0.302 3.946
H 0.708 2.581 2.555
C -0.772 -1.846 -1.704
C 0.663 1.318 -3.190
C 0.601 0.009 -2.693
C -0.368 2.221 -2.953
C -0.635 -0.512 -2.366
C -1.546 1.761 -2.371
C -1.693 0.404 -2.168
H 1.471 1.676 -3.817
H 1.534 -0.528 -2.563
H -0.095 3.244 -3.179
H -2.352 2.389 -2.019
H -0.519 -2.743 -2.273
H -1.793 -2.154 -1.455
H -2.582 0.012 -1.726
H -0.358 -1.890 -0.698
*
```


# 3
Entry from the Open Molecules 2025 dataset: C3H2I2N2O as an isolated structure (wB97M-V/def2-TZVPD).

Properties
**E_tot**: -895.62880 Ha
**Kohn-Sham gap**: 8.748 eV
**ΔE to the lowest compared entry with this formula, charge and spin**: 0.0000 eV

Structure (ORCA input):
```
! RIJCOSX wB97M-V def2-TZVPD def2/J DEFGRID3
* xyz 0 1
C 1.711 0.150 -1.269
C -0.701 0.009 -0.343
C 0.802 0.146 -0.097
N 2.321 0.210 -2.224
N -1.530 -0.449 0.677
O -1.162 0.391 -1.380
I 1.345 -1.461 1.276
I 0.968 2.059 1.030
H -1.312 -0.886 1.597
H -2.442 -0.170 0.734
*
```


# 4
Entry from the Open Molecules 2025 dataset: a 6-piece molecular cluster, C33H72F3N5O6S overall (wB97M-V/def2-TZVPD).

Properties
**E_tot**: -2722.77924 Ha
**Kohn-Sham gap**: 7.609 eV
**ΔE to the lowest compared entry with this formula, charge and spin**: 0.0000 eV

Structure (ORCA input):
```
! RIJCOSX wB97M-V def2-TZVPD def2/J DEFGRID3
* xyz 2 1
C -2.638 -1.232 0.865
C -3.079 -2.195 -0.314
C -4.537 -1.790 -0.808
N -5.401 -2.907 -1.426
C -4.808 -3.159 -2.919
C -5.320 -4.150 -0.525
C -6.601 -4.906 -0.632
C -7.646 -3.813 -1.011
C -6.940 -2.537 -1.497
H -2.602 -1.869 1.749
H -3.421 -0.497 1.052
H -1.720 -0.647 0.803
H -2.926 -3.222 0.019
H -2.399 -2.220 -1.165
H -4.445 -1.031 -1.585
H -5.146 -1.418 0.016
H -4.742 -2.275 -3.554
H -5.417 -3.912 -3.419
H -3.878 -3.626 -2.595
H -4.334 -4.572 -0.717
H -5.298 -3.693 0.465
H -6.604 -5.708 -1.371
H -6.801 -5.332 0.351
H -8.385 -4.232 -1.693
H -8.374 -3.753 -0.201
H -7.225 -2.121 -2.464
H -7.158 -1.712 -0.819
C 4.521 0.503 -3.534
C 4.670 1.159 -2.183
C 3.976 2.567 -1.991
N 4.491 3.427 -0.836
C 6.024 3.852 -0.943
C 4.212 2.737 0.531
C 4.187 3.892 1.542
C 3.705 5.124 0.771
C 3.679 4.705 -0.723
H 4.972 -0.489 -3.554
H 4.956 1.179 -4.269
H 3.465 0.501 -3.804
H 5.732 1.386 -2.087
H 4.337 0.501 -1.381
H 2.888 2.516 -1.984
H 4.364 3.174 -2.810
H 6.643 3.006 -0.645
H 6.150 4.750 -0.339
H 6.116 4.030 -2.015
H 4.900 1.894 0.597
H 3.180 2.402 0.435
H 5.181 3.988 1.981
H 3.343 3.684 2.200
H 4.460 5.867 1.028
H 2.734 5.533 1.050
H 4.146 5.361 -1.457
H 2.653 4.532 -1.050
C 1.356 -6.209 3.725
C 0.944 -5.323 2.445
C 1.882 -4.085 2.427
N 1.816 -3.191 1.128
C 0.452 -2.453 1.103
C 1.970 -3.981 -0.230
C 3.293 -3.518 -0.866
C 3.932 -2.618 0.200
C 2.907 -2.080 1.112
H 1.134 -7.238 3.442
H 0.830 -6.167 4.679
H 2.412 -6.127 3.982
H -0.138 -5.192 2.420
H 1.058 -5.982 1.584
H 2.916 -4.402 2.291
H 1.763 -3.497 3.337
H -0.195 -3.318 0.957
H 0.359 -1.878 0.182
H 0.352 -1.956 2.068
H 1.021 -3.980 -0.766
H 2.059 -5.006 0.131
H 3.118 -3.058 -1.838
H 4.005 -4.304 -1.119
H 4.491 -1.809 -0.270
H 4.605 -3.194 0.836
H 2.486 -1.223 0.586
H 3.074 -1.725 2.129
C -1.507 1.936 2.621
C -1.727 3.152 1.713
C -2.284 2.622 0.329
N -2.278 3.658 -0.803
C -3.351 4.774 -0.417
C -0.913 4.335 -1.131
C -1.036 4.827 -2.541
C -1.698 3.597 -3.204
C -2.620 3.017 -2.168
H -1.565 2.345 3.629
H -0.548 1.463 2.406
H -2.318 1.214 2.529
H -0.785 3.677 1.553
H -2.465 3.771 2.222
H -3.311 2.266 0.241
H -1.635 1.789 0.059
H -4.035 4.203 0.210
H -3.872 5.164 -1.291
H -2.776 5.406 0.260
H -0.783 5.032 -0.303
H -0.155 3.552 -1.088
H -1.626 5.739 -2.630
H -0.095 4.990 -3.065
H -2.144 3.865 -4.162
H -0.980 2.799 -3.392
H -3.678 3.079 -2.421
H -2.391 1.952 -2.126
N 0.771 0.277 -1.613
O 0.340 1.109 -2.437
O 0.579 0.529 -0.426
O 1.349 -0.741 -1.940
C 2.106 1.009 3.329
F 1.649 2.266 3.162
F 1.803 0.411 2.175
F 3.481 0.963 3.426
S 1.285 0.152 4.889
O 1.101 -1.288 4.512
O 2.298 0.394 5.960
O 0.075 0.955 5.125
*
```


# 5
Entry from the Open Molecules 2025 dataset: C26H26IrN5Se2 as an isolated structure (wB97M-V/def2-TZVPD).

Properties
**E_tot**: -6186.72057 Ha
**Kohn-Sham gap (alpha / beta)**: 7.766 / 5.318 eV
**<S²>**: 6.0110

Structure (ORCA input):
```
! RIJCOSX wB97M-V def2-TZVPD def2/J DEFGRID3
* xyz 2 5
Ir 0.255 -0.357 0.125
Se 2.461 -1.821 2.510
Se 2.078 -3.226 0.715
C 2.684 -2.097 -0.743
C 3.982 -2.215 -1.207
C 4.369 -1.447 -2.295
C 3.428 -0.635 -2.908
C 2.147 -0.593 -2.397
N 1.778 -1.288 -1.313
C 0.652 -1.424 3.077
C 0.393 -1.508 4.437
C -0.892 -1.263 4.890
C -1.885 -0.986 3.962
C -1.545 -0.921 2.627
N -0.291 -1.102 2.185
H 4.668 -2.899 -0.729
H 5.382 -1.499 -2.671
H 3.683 -0.043 -3.776
H 1.381 0.012 -2.863
H 1.192 -1.780 5.114
H -1.122 -1.317 5.946
H -2.911 -0.829 4.263
H -2.297 -0.729 1.872
N -3.828 -0.986 -1.502
C -2.714 -0.270 -1.277
N -1.782 -0.964 -0.662
C -2.328 -2.234 -0.461
C -1.807 -3.380 0.136
C -2.609 -4.500 0.179
C -3.906 -4.504 -0.355
C -4.438 -3.382 -0.953
C -3.626 -2.255 -0.992
H -4.658 -0.655 -1.966
H -2.624 0.757 -1.590
H -0.809 -3.396 0.549
H -2.227 -5.406 0.631
H -4.497 -5.408 -0.297
H -5.433 -3.383 -1.379
C -1.475 3.233 0.616
N -0.897 3.689 -0.619
C -0.539 5.075 -0.749
C -0.281 2.730 -1.517
C 1.136 2.445 -1.026
C 2.151 3.286 -1.480
C 3.438 3.154 -0.990
C 3.690 2.221 0.005
C 2.673 1.390 0.459
C 1.382 1.439 -0.079
H -1.441 4.019 1.367
H -0.944 2.346 0.970
H -2.523 2.957 0.453
H -1.277 5.701 -0.249
H -0.479 5.350 -1.801
H 0.440 5.262 -0.290
H -0.255 3.164 -2.517
H -0.861 1.809 -1.527
H 1.935 4.044 -2.225
H 4.227 3.797 -1.356
H 4.683 2.132 0.427
H 2.911 0.690 1.248
*
```


# 6
Entry from the Open Molecules 2025 dataset: one molecule with the formula C5H4O (wB97M-V/def2-TZVPD).

Properties
**E_tot**: -267.93988 Ha
**Kohn-Sham gap**: 9.234 eV
**ΔE to the lowest compared entry with this formula, charge and spin**: 4.6929 eV

Structure (ORCA input):
```
! RIJCOSX wB97M-V def2-TZVPD def2/J DEFGRID3
* xyz 0 1
O -2.284 -0.036 -0.817
C -1.365 -0.686 0.030
C 0.018 -0.216 -0.084
C 1.174 0.197 -0.107
C 2.598 0.592 -0.792
C 2.439 0.710 0.487
H -2.148 0.916 -0.736
H -1.443 -1.753 -0.201
H -1.633 -0.573 1.095
H 2.672 0.905 1.522
*
```